Entry 1:
Below is C20H37BBrCa2ClCsF6Li2N2O12PS2 as an isolated structure, with properties calculated with the ωB97M-V functional and the def2-TZVPD basis.

Geometry as XYZ:
```
88
Properties=species:S:1:pos:R:3:lowdin_charge:R:1
C -5.740 -1.222 -1.479 -0.077
C -5.218 -2.050 -0.122 -0.205
O -4.193 -1.191 0.496 -0.309
B -3.226 -2.026 1.304 -0.583
O -3.888 -2.968 2.198 0.039
P -1.373 -1.724 0.930 0.688
C -1.787 0.036 1.611 -0.428
N -0.691 0.659 2.465 -0.024
C -0.634 -2.384 2.609 -0.307
C 1.009 -2.082 2.749 -0.135
C -1.466 -2.073 3.960 -0.244
C -0.554 -2.017 5.364 -0.126
C -1.105 -3.434 0.122 -0.173
F -1.789 -3.477 -1.235 -0.145
F -1.898 -4.560 0.767 -0.014
C 0.349 -4.044 -0.095 -0.154
F 1.453 -3.241 -0.618 0.061
F 0.163 -5.121 -1.153 -0.049
F 0.926 -4.849 1.048 0.038
O 0.123 -0.943 0.505 -0.345
C 0.071 -0.128 -0.761 -0.231
S 0.897 1.552 -0.676 0.914
O 1.302 1.905 -2.161 -0.326
O 2.274 1.487 0.094 -0.875
F -0.078 2.817 -0.054 -0.238
C -1.335 -0.376 -1.550 -0.379
C -1.060 -0.675 -3.150 -0.109
C -0.334 -2.052 -3.564 -0.237
C -1.386 -3.067 -4.377 -0.643
Br -1.544 -2.630 -6.327 0.625
N -2.436 0.649 -1.667 0.043
C -2.120 1.803 -2.283 -0.541
S -1.774 3.088 -3.397 0.749
O -2.030 -1.386 -0.703 -0.288
H -6.887 -1.364 -1.686 0.088
H -5.507 -0.062 -1.324 0.075
H -5.048 -1.575 -2.354 0.070
H -6.140 -2.192 0.620 0.142
H -4.720 -3.092 -0.406 0.139
H -4.495 -2.541 2.869 0.128
H -2.029 0.850 0.824 0.018
H -2.757 0.000 2.309 -0.085
H -0.573 1.669 2.196 0.064
H -0.953 0.660 3.489 0.079
H -0.585 -3.583 2.625 0.138
H 1.263 -0.974 2.999 -0.014
H 1.462 -2.720 3.655 0.100
H 1.628 -2.524 1.828 0.086
H -2.124 -1.128 4.031 0.077
H -2.203 -2.991 4.176 0.128
H -0.023 -0.975 5.458 0.072
H -1.353 -2.103 6.246 0.096
H 0.203 -2.938 5.429 0.088
H 0.864 -0.740 -1.418 0.169
H -0.393 0.180 -3.652 0.144
H -2.138 -0.662 -3.663 0.144
H 0.531 -1.841 -4.360 0.132
H 0.137 -2.698 -2.719 0.088
H -0.980 -4.170 -4.180 0.042
H -2.408 -2.982 -3.811 0.067
Li -1.714 -4.891 -2.561 0.790
Cl 3.253 2.886 1.245 -0.045
Ca 2.601 0.664 2.134 1.333
C 7.917 2.206 2.167 -0.028
C 6.612 2.168 2.943 -0.760
O 5.739 3.000 2.572 -0.623
O 6.569 1.304 3.864 -0.072
H 7.893 2.972 1.386 0.075
H 8.746 2.430 2.846 0.070
H 8.097 1.236 1.695 0.076
O -5.074 6.070 -6.654 -0.257
C -3.886 6.486 -6.195 -0.430
C -2.969 5.216 -5.866 -0.495
O -1.784 5.632 -5.397 -0.208
H -3.889 7.097 -5.275 0.109
H -3.283 7.120 -6.869 0.102
H -2.957 4.612 -6.791 -0.004
H -3.575 4.576 -5.201 0.068
Cs 4.012 4.136 3.526 1.160
Ca -4.032 1.059 1.585 0.892
C 9.772 0.003 3.954 -0.348
O 10.495 0.950 3.377 -0.151
H 8.717 -0.087 3.645 0.072
H 10.111 -1.039 3.828 0.065
H 9.660 0.050 5.051 0.069
O 5.296 8.193 1.860 -0.370
H 5.961 8.361 1.218 -0.148
Li -3.971 3.809 -8.117 0.808
```

The value obtained for the molecular weight is 1059.73 g mol⁻¹. The value obtained for the LUMO energy is -4.118 eV. The calculation puts the electronic energy at -217200.3943 eV. As for the total charge: 0. For the orbital gap, the calculation gives 0.97 eV.

***

Entry 2:
Below is C20H37Br3F12N2NaO29S10 as an isolated structure, with properties calculated with the ωB97M-V functional and the def2-TZVPD basis.

Geometry as XYZ:
```
114
Properties=species:S:1:pos:R:3:mulliken_spin:R:1
Na 25.547 25.035 2.979 -0.003
C 28.224 25.270 0.271 -0.002
F 28.924 25.626 1.342 -0.001
F 27.125 25.987 0.031 0.001
F 28.962 25.454 -0.869 -0.001
S 27.750 23.387 0.391 -0.017
O 27.662 22.867 -0.979 0.011
O 28.792 22.789 1.204 0.034
N 26.209 23.420 1.293 0.346
S 25.681 22.079 1.015 -0.089
O 24.977 22.002 -0.275 0.450
O 26.587 20.944 1.264 0.283
C 24.163 22.058 2.274 -0.010
F 23.167 22.729 1.704 -0.001
F 23.737 20.824 2.408 0.000
F 24.504 22.506 3.457 -0.001
C 21.186 25.951 2.790 0.000
F 21.495 25.325 1.674 0.001
F 20.802 27.140 2.387 0.000
F 20.229 25.302 3.488 0.000
S 22.700 26.107 4.035 -0.001
O 22.263 27.130 5.030 0.000
O 22.995 24.746 4.507 0.000
N 23.989 26.689 3.006 0.001
S 24.081 28.180 3.164 0.000
O 22.874 28.959 2.829 0.000
O 24.836 28.531 4.349 0.000
C 25.358 28.650 1.803 0.000
F 26.608 28.416 2.315 0.000
F 25.182 27.926 0.679 0.000
F 25.162 29.968 1.597 0.000
O 19.053 25.761 -0.983 0.000
S 18.781 25.026 -2.189 0.000
O 19.476 25.420 -3.416 0.000
O 18.829 23.374 -1.954 0.000
C 18.316 22.922 -0.740 0.000
C 19.420 22.712 0.360 0.000
C 16.901 25.134 -2.591 0.000
H 17.830 21.975 -0.972 0.000
H 17.553 23.596 -0.351 0.000
H 19.948 23.608 0.686 0.000
H 20.169 22.045 -0.067 0.000
H 19.031 22.231 1.257 0.000
H 16.180 24.989 -1.787 0.000
H 16.660 24.304 -3.256 0.000
H 16.627 26.069 -3.079 0.000
O 13.801 21.450 5.973 0.000
S 14.423 22.541 6.670 0.000
O 15.311 22.268 7.837 0.000
O 15.296 23.409 5.540 0.000
C 16.164 24.390 5.976 0.000
C 17.170 24.666 4.907 0.000
C 13.127 23.761 7.007 0.000
H 16.619 23.939 6.857 0.000
H 15.567 25.282 6.169 0.000
H 17.820 23.825 4.662 0.000
H 17.844 25.495 5.120 0.000
H 16.615 24.921 4.004 0.000
H 12.724 24.034 6.032 0.000
H 13.665 24.628 7.390 0.000
H 12.354 23.311 7.631 0.000
O 27.674 26.434 4.227 -0.001
S 28.927 26.792 4.921 0.000
O 29.866 27.617 4.262 0.000
O 28.716 27.543 6.368 0.000
C 27.955 28.722 6.285 0.000
C 26.818 28.605 7.317 0.000
C 29.899 25.266 5.525 0.000
H 27.678 28.862 5.240 0.000
H 28.639 29.529 6.551 0.000
H 26.259 27.695 7.104 0.000
H 26.096 29.413 7.433 0.000
H 27.210 28.642 8.334 0.000
H 29.497 24.374 5.043 0.000
H 29.722 25.224 6.600 0.000
H 30.979 25.359 5.414 0.000
C 20.948 26.223 7.706 0.000
Br 19.413 26.661 8.953 0.000
Br 20.643 24.510 6.698 0.000
Br 22.682 26.044 8.609 0.000
H 21.007 27.086 7.043 0.000
C 30.897 28.868 1.721 0.000
C 29.507 29.359 1.278 0.000
O 29.517 29.676 -0.122 0.000
S 30.966 29.416 -0.810 0.000
O 31.428 30.609 -1.493 0.000
O 30.814 28.154 -1.550 0.000
O 31.745 29.091 0.648 0.000
H 30.826 27.786 1.832 0.000
H 31.199 29.442 2.598 0.000
H 29.399 30.267 1.872 0.000
H 28.738 28.616 1.487 0.000
C 21.864 30.686 5.750 0.000
C 22.120 30.008 7.011 0.000
O 20.889 29.878 7.647 0.000
S 19.978 31.261 7.360 0.000
O 20.268 32.138 8.518 0.000
O 18.603 30.900 6.978 0.000
O 20.934 31.748 6.102 0.000
H 21.309 30.061 5.050 0.000
H 22.827 31.091 5.440 0.000
H 22.593 30.712 7.696 0.000
H 22.576 29.029 6.866 0.000
C 21.734 28.308 -0.291 0.000
C 22.498 27.329 -1.127 0.001
O 23.231 28.046 -2.069 0.000
S 22.424 29.429 -2.480 0.000
O 21.494 29.177 -3.526 0.000
O 23.315 30.606 -2.591 0.000
O 21.713 29.498 -1.003 0.000
H 22.231 28.504 0.659 0.000
H 20.722 27.943 -0.117 0.000
H 21.797 26.762 -1.739 0.000
H 23.060 26.624 -0.515 0.000
```

The value obtained for the molecular weight is 1580.85 g mol⁻¹. The value obtained for the LUMO energy (alpha / beta) is -1.539 / -6.754 eV. The calculation puts the electronic energy at -439189.3686 eV. As for the total charge: 0. The multiplicity is 2. Its expectation value of S² is 0.76. For the orbital gap (alpha / beta), the calculation gives 8.84 / 3.63 eV.

***

Entry 3:
Below is a 3-piece molecular cluster, C20H37BrClFO9S2 overall, with properties calculated with the ωB97M-V functional and the def2-TZVPD basis.

Geometry as XYZ:
```
71
Properties=species:S:1:pos:R:3:lowdin_charge:R:1
O -0.852 -2.776 -7.154 -0.072
C -1.096 -2.319 -5.894 -0.540
Cl -2.871 -2.052 -5.433 0.636
C 0.214 -2.094 -4.935 -0.099
C 0.076 -0.878 -3.843 -0.402
S -0.387 -1.775 -2.261 0.932
O -0.957 -0.868 -1.142 -0.323
O -1.489 -2.845 -2.577 -0.325
F 0.976 -2.624 -1.608 -0.232
O -0.774 0.213 -4.351 -0.003
C 0.109 0.822 -5.392 -0.189
O -0.358 1.301 -6.554 0.091
O 1.533 0.766 -4.921 -0.035
C 1.472 -0.034 -3.653 -0.623
Br 3.195 -1.125 -3.729 0.776
C 1.732 0.842 -2.293 -0.208
C 0.542 1.898 -1.901 -0.196
C 0.783 2.272 -0.288 -0.229
S -0.435 3.526 0.381 0.807
O 0.337 4.327 1.501 -0.392
O -0.900 4.572 -0.660 -0.357
O -1.784 2.798 1.195 -0.216
H 1.132 -1.900 -5.673 0.150
H 0.427 -3.120 -4.389 0.151
H 1.978 0.184 -1.335 0.108
H 2.724 1.476 -2.490 0.147
H 0.663 2.896 -2.546 0.144
H -0.549 1.522 -2.106 0.114
H 1.872 2.727 -0.124 0.142
H 0.684 1.244 0.311 0.126
H -1.921 1.864 0.843 0.078
C 3.457 0.375 2.140 -0.107
C 4.258 0.085 0.881 -0.269
C 4.664 -1.385 0.750 -0.226
C 5.581 -1.914 1.860 -0.225
C 6.899 -1.154 2.033 -0.272
C 7.793 -1.222 0.804 -0.115
H 4.033 0.168 3.045 0.071
H 3.166 1.430 2.164 0.070
H 2.542 -0.226 2.165 0.076
H 5.143 0.731 0.850 0.106
H 3.651 0.357 0.009 0.070
H 5.146 -1.532 -0.224 0.098
H 3.756 -2.003 0.730 0.109
H 5.803 -2.967 1.652 0.111
H 5.043 -1.902 2.815 0.102
H 7.441 -1.588 2.882 0.107
H 6.709 -0.107 2.294 0.100
H 8.035 -2.259 0.554 0.076
H 8.734 -0.693 0.995 0.072
H 7.322 -0.756 -0.066 0.064
C -8.163 0.605 2.398 -0.116
C -7.197 -0.205 3.247 -0.275
C -6.052 0.633 3.822 -0.227
C -5.126 1.277 2.783 -0.223
C -4.453 0.300 1.815 -0.270
C -3.532 -0.692 2.510 -0.109
H -7.672 1.035 1.522 0.066
H -8.977 -0.036 2.043 0.070
H -8.607 1.418 2.982 0.077
H -6.802 -1.042 2.660 0.099
H -7.753 -0.652 4.081 0.105
H -5.461 0.004 4.499 0.101
H -6.475 1.430 4.448 0.111
H -4.350 1.840 3.315 0.111
H -5.688 2.016 2.201 0.104
H -3.862 0.878 1.094 0.082
H -5.205 -0.242 1.230 0.103
H -2.744 -0.171 3.062 0.076
H -3.053 -1.341 1.769 0.068
H -4.080 -1.332 3.207 0.069
```

The energy above the lowest of the compared OMol25 structures with the same formula, charge and spin is 940.5 kJ/mol. The value obtained for the molecular weight is 620.00 g mol⁻¹. The value obtained for the LUMO energy is -2.580 eV. The SMILES is O=C(Cl)C[C@]1(S(=O)(=O)F)OC(=O)O[C@@]1(Br)CCCS(=O)(=O)O.CCCCCC.CCCCCC. The calculation puts the electronic energy at -146710.6445 eV. As for the total charge: 0. For the orbital gap, the calculation gives 7.97 eV.